# C40H37MnN12O5Se

A molecular structure, C40H37MnN12O5Se (ωB97M-V with the def2-TZVPD basis set, the OMol25 dataset).

Structure (ORCA input):
```
! wB97M-V def2-TZVPD RIJCOSX def2/J DEFGRID3
* xyz -1 2
Mn 0.191 0.292 -0.222
N -1.977 -2.417 0.168
H 0.066 -4.671 -0.255
N 2.406 3.151 1.274
O 1.280 -4.057 -1.730
H 2.478 0.217 1.713
C 3.697 1.034 -4.793
C -2.574 -1.151 0.223
H -0.370 -0.551 2.742
H -2.676 -3.144 0.273
H 2.965 1.828 -4.794
C 2.892 0.125 0.724
H -5.816 -0.204 0.691
Se -1.136 4.892 -0.779
H -4.147 -3.195 3.030
C 2.955 0.028 -1.456
C -3.205 -5.779 2.522
H 0.231 -3.675 -3.404
H 1.388 0.101 -5.463
N 1.468 2.319 1.758
C -0.974 -0.091 -3.217
H 4.518 -1.764 -3.074
H -0.124 1.356 4.284
H 0.300 -2.291 -2.269
N -0.024 2.225 -0.523
C 3.356 -4.118 -0.602
C -1.907 0.080 0.054
H -1.217 0.810 2.248
H 5.061 -0.004 1.076
O 2.574 3.146 0.072
C -4.751 -0.108 0.527
H -2.589 -8.325 0.388
H 2.002 -1.954 2.254
C -2.341 -4.822 2.015
H 4.806 1.841 -6.432
C 1.595 -2.732 0.316
N -0.617 -4.252 0.364
H -4.709 2.033 0.446
H -2.361 2.186 0.022
H 6.377 -1.748 -4.684
H 2.340 3.688 3.659
H 1.648 2.729 4.951
H -1.962 -0.209 -2.802
C 3.607 0.034 -3.813
C 4.288 -0.029 -0.992
O -2.165 -3.581 2.572
N -0.293 0.420 2.446
N 2.115 0.144 -0.374
C -0.718 -2.865 0.268
H 3.686 -4.776 -1.393
C 2.408 -2.522 1.431
O 3.069 3.864 2.053
C 5.713 0.046 -5.672
C 0.863 -3.118 -2.710
C -3.968 -1.238 0.426
C 5.625 -0.970 -4.707
C -1.561 -5.130 0.879
N 1.600 3.067 4.004
C -2.528 -7.347 0.840
H -4.868 -4.090 -0.726
H -2.924 -2.034 3.583
C -2.769 1.192 0.148
C -4.131 1.122 0.390
H -6.099 -2.806 -0.829
C 4.171 -3.840 0.480
C 4.235 0.025 0.389
C 1.204 0.094 -3.249
C -5.028 -3.010 -0.719
C 2.548 0.057 -2.810
H -3.094 -3.592 4.432
H -3.800 -5.560 3.396
H -3.954 -7.775 2.380
C 2.080 -3.582 -0.695
C 1.187 2.220 3.022
H 4.295 -2.882 2.384
O -4.549 -2.516 0.521
N 0.106 -0.015 -2.421
C 4.590 -0.969 -3.804
C -3.295 -7.038 1.946
H -4.490 -2.558 -1.556
C -0.615 -0.048 -4.561
C -3.145 -3.094 3.457
N 0.399 1.155 3.430
N 0.331 -2.106 0.257
C 0.765 0.062 -4.591
H 5.170 -4.249 0.521
H 1.718 -2.707 -3.254
N 7.615 0.060 -7.375
H 5.171 -0.068 -1.597
C -1.674 -6.396 0.313
H -1.279 -0.088 -5.405
H -1.071 -6.623 -0.553
C -0.430 3.314 -0.658
C 4.731 1.050 -5.698
C 6.760 0.056 -6.601
C 3.680 -3.062 1.513
*
```

- strongest force on any atom (eV/Å) = 2.880
- calculated total energy (Ha) = -6132.061419
- expectation value of S² = 1.0169
- relative energy (zero: lowest compared OMol25 entry of this formula, charge and spin) (kcal per mole) = 41.1
- frontier orbital gap (alpha / beta) (eV) = 5.6559 / 5.4282

Partial charges, Löwdin, in e: Mn 0.57; N 0.16; H 0.12; N -0.39; O -0.14; H 0.09; C -0.01; C -0.19; H 0.09; H 0.12; H 0.13; C -0.20; H 0.11; Se 0.44; H 0.09; C -0.23; C -0.02; H 0.10; H 0.09; N 0.13; C -0.14; H 0.12; H 0.14; H 0.07; N -0.02; C -0.02; C -0.14; H 0.09; H 0.09; O 0.08; C -0.04; H 0.10; H 0.11; C -0.21; H 0.12; C -0.20; N 0.16; H 0.10; H 0.04; H 0.12; H 0.08; H 0.10; H 0.10; C -0.15; C -0.02; O -0.09; N 0.05; N -0.02; C -0.35; H 0.11; C -0.04; O -0.01; C -0.24; C -0.05; C -0.25; C -0.02; C -0.17; N 0.17; C -0.10; H 0.09; H 0.09; C -0.13; C -0.10; H 0.09; C -0.09; C -0.07; C -0.27; C -0.08; C -0.02; H 0.09; H 0.10; H 0.10; C -0.23; C -0.39; H 0.10; O -0.16; N 0.02; C -0.03; C -0.10; H 0.10; C -0.08; C -0.08; N -0.02; N 0.14; C -0.05; H 0.10; H 0.09; N 0.15; H 0.10; C -0.02; H 0.08; H 0.12; C -1.00; C -0.01; C -0.21; C -0.10

=====

# C40H37N3O5P2RhS3

A molecular structure, C40H37N3O5P2RhS3 (ωB97M-V with the def2-TZVPD basis set, the OMol25 dataset).

Structure (ORCA input):
```
! wB97M-V def2-TZVPD RIJCOSX def2/J DEFGRID3
* xyz 0 2
C 2.044 -4.383 -0.709
C -2.902 3.065 -1.969
C 5.216 -0.549 -3.384
H 5.844 -1.209 -3.969
C 1.408 -2.365 -1.868
C -0.699 4.589 -2.706
O -3.419 -3.536 0.615
C -2.979 0.154 -1.004
C -2.354 -2.196 4.246
H 1.407 -6.227 -1.604
C 5.685 0.700 -2.998
C -1.006 -0.082 -3.107
C -2.947 -3.152 5.042
C 1.622 1.949 4.816
H 1.453 2.207 5.852
H 0.288 -5.114 -3.508
C 0.776 -4.523 -2.744
H -1.569 0.405 -3.904
S -0.276 2.296 1.293
S -2.646 -0.453 4.143
C 0.776 -3.137 -2.839
C 3.127 -0.112 -2.264
H -0.250 -4.048 2.370
H -2.547 0.397 1.090
H -2.096 6.193 -2.992
C 2.765 1.244 4.437
H -5.941 -0.906 -2.266
S 0.241 -1.387 1.368
Rh 0.442 0.589 -0.148
H -6.472 -1.018 0.148
H -4.051 4.839 -2.317
H -0.225 2.793 4.123
C -3.937 -0.219 -1.949
C -3.290 0.112 0.351
H -3.710 -2.890 5.763
H 6.681 1.015 -3.281
H -2.601 -4.850 -3.247
H -3.514 -3.569 -3.690
H 3.582 -1.932 -3.317
C -0.534 3.268 -2.325
O 2.231 0.856 0.944
H -3.717 -0.171 -3.009
H -3.764 2.483 -1.673
H -3.987 -5.101 -1.446
C -3.064 4.396 -2.334
H -1.260 -5.823 3.805
C -1.391 -2.501 3.307
H -2.969 -5.251 5.476
C 4.881 1.539 -2.240
C -1.967 5.156 -2.710
H -1.374 -1.108 -3.014
H 0.772 -0.694 -4.240
C -2.978 -3.490 -0.500
H 3.514 0.942 5.155
C -1.559 -4.790 3.926
C 0.691 2.284 3.864
H 3.742 0.328 2.724
H 2.992 1.773 -1.245
O -1.807 -2.927 -0.800
H 5.250 2.507 -1.924
C -5.494 -0.684 -0.174
C -5.193 -0.631 -1.532
C -3.725 -4.072 -1.696
H 0.465 2.849 -2.268
H 0.836 0.944 -3.618
C -1.636 2.488 -1.968
N -2.960 -3.957 -2.940
O -3.990 -0.193 3.702
H -4.759 -0.361 1.826
C -0.984 -3.810 3.127
C 3.607 1.135 -1.869
P -1.343 0.749 -1.486
H -4.657 -3.512 -1.762
C -2.529 -4.467 4.872
N -1.578 -0.173 2.920
N 1.991 1.234 2.206
C 0.497 -0.069 -3.389
O -2.191 0.201 5.340
H -1.688 -3.056 -1.761
H 2.526 -2.408 -0.032
H 2.534 -4.863 0.128
C 0.869 1.919 2.524
C 1.409 -5.147 -1.679
C 2.041 -3.001 -0.800
C 2.917 0.896 3.123
H 0.164 5.183 -2.977
C -0.964 -1.264 2.564
P 1.407 -0.548 -1.865
H 0.274 -2.670 -3.677
C 3.941 -0.954 -3.019
C -4.545 -0.314 0.767
*
```

- strongest force on any atom (eV/Å) = 0.609
- calculated total energy (Ha) = -4074.827981
- expectation value of S² = 0.7554
- relative energy (zero: lowest compared OMol25 entry of this formula, charge and spin) (kcal per mole) = 0.0
- frontier orbital gap (alpha / beta) (eV) = 7.1645 / 7.3111

Partial charges, Löwdin, in e: C -0.07; C -0.07; C -0.08; H 0.10; C -0.36; C -0.08; O 0.11; C -0.36; C -0.22; H 0.10; C -0.08; C -0.35; C -0.03; C -0.05; H 0.11; H 0.10; C -0.09; H 0.09; S 0.67; S 0.65; C -0.11; C -0.33; H 0.10; H 0.05; H 0.10; C -0.05; H 0.10; S 0.75; Rh 0.28; H 0.11; H 0.10; H 0.11; C -0.11; C -0.07; H 0.12; H 0.10; H 0.08; H 0.08; H 0.10; C -0.11; O -0.33; H 0.10; H 0.10; H 0.13; C -0.07; H 0.10; C -0.22; H 0.10; C -0.07; C -0.08; H 0.06; H 0.08; C -0.53; H 0.11; C -0.06; C -0.08; H 0.14; H 0.08; O 0.07; H 0.11; C -0.07; C -0.10; C -0.15; H 0.08; H 0.08; C -0.35; N 0.02; O -0.30; H 0.08; C -0.03; C -0.10; P 0.89; H 0.11; C -0.07; N -0.11; N -0.21; C -0.36; O -0.30; H 0.05; H 0.09; H 0.11; C -0.64; C -0.08; C -0.13; C -0.02; H 0.10; C -0.73; P 0.92; H 0.09; C -0.08; C -0.04

=====

# C40H38Cl2N3O3P2RuS2

A molecular structure, C40H38Cl2N3O3P2RuS2 (ωB97M-V with the def2-TZVPD basis set, the OMol25 dataset).

Structure (ORCA input):
```
! wB97M-V def2-TZVPD RIJCOSX def2/J DEFGRID3
* xyz 2 2
C -4.666 0.663 0.439
H 0.674 2.423 6.139
C 3.732 -3.008 0.827
C 6.964 1.998 -0.277
H -3.879 3.933 0.855
N 7.359 4.347 -0.420
C -2.587 2.297 1.313
H -1.789 2.927 1.690
H -1.701 -6.524 2.081
C -2.170 0.594 5.845
C -2.432 0.900 1.320
H -0.831 -4.239 2.326
C -0.007 1.487 4.336
H 2.093 1.328 0.769
C -2.097 0.258 4.505
N -1.248 -1.429 2.010
C -2.454 -5.356 -1.010
H -2.842 2.160 -3.443
H 1.128 -3.048 -1.343
H -3.535 -2.095 -2.531
C 3.233 -0.176 -2.528
H -3.005 0.247 6.439
C 1.746 -2.129 1.863
H -2.028 -3.366 -1.707
H 7.036 1.080 0.292
H -1.900 0.950 -4.351
C 4.180 0.500 -1.753
C 1.689 -2.878 -0.429
C -1.007 0.708 3.758
H -2.877 -0.333 4.040
N 1.548 0.266 -0.915
C -1.311 -4.537 1.401
C -2.367 -6.233 0.060
C -1.983 -4.057 -0.875
H -2.738 -7.245 -0.040
C -1.790 -5.827 1.259
H 3.634 -2.328 2.858
C -0.098 1.822 5.680
O -1.213 2.289 -1.496
H -4.767 -0.848 -2.205
C 3.757 1.065 -0.549
H -3.280 -1.336 -4.849
C -2.808 1.124 -3.770
H -4.955 1.093 -4.033
H -5.727 2.489 0.078
H 3.529 -3.639 -1.216
H -1.166 -2.003 2.842
Cl -0.334 4.767 -2.892
H 0.828 1.828 3.736
C -3.884 -1.098 -2.795
C 6.469 2.007 -1.571
C -1.175 1.373 6.429
H 7.769 3.263 1.274
H -1.243 1.631 7.478
S -2.594 0.086 -2.288
C -3.482 0.088 0.873
H 4.773 -3.293 0.892
S 5.830 0.530 -2.345
C 3.031 -3.212 -0.356
O 0.259 2.524 0.091
C -1.424 -3.650 0.332
H 1.258 -1.710 2.736
H -2.881 -5.684 -1.948
C 1.937 -0.260 -2.084
C -4.801 2.042 0.416
C 7.390 3.206 0.261
C 6.927 4.337 -1.676
P -0.890 0.229 2.033
H 1.168 -0.744 -2.673
H -4.044 0.905 -5.532
C -4.068 0.636 -4.477
C 2.444 0.918 -0.164
Cl -1.609 5.331 -0.325
H -5.029 -1.320 -4.633
H -3.389 -0.990 0.912
C 6.467 3.183 -2.304
H 6.940 5.285 -2.200
C -0.420 2.999 -0.844
Ru -0.522 0.329 -0.428
P -0.737 -2.000 0.505
H -5.496 0.034 0.144
C 3.091 -2.468 1.932
O -1.225 -0.613 -2.420
C -0.285 4.487 -1.154
H 3.513 -0.621 -3.473
C -4.096 -0.877 -4.287
H 6.127 3.202 -3.330
C -3.761 2.858 0.858
H 0.646 4.878 -0.761
H 4.436 1.614 0.087
C 1.041 -2.344 0.685
*
```

- strongest force on any atom (eV/Å) = 1.988
- calculated total energy (Ha) = -4430.907486
- expectation value of S² = 0.7628
- relative energy (zero: lowest compared OMol25 entry of this formula, charge and spin) (kcal per mole) = 39.7
- frontier orbital gap (alpha / beta) (eV) = 6.4849 / 6.4836

Partial charges, Löwdin, in e: C -0.08; H 0.12; C -0.05; C -0.09; H 0.10; N 0.08; C -0.10; H 0.11; H 0.12; C -0.05; C -0.41; H 0.11; C -0.08; H 0.10; C -0.08; N -0.35; C -0.05; H 0.09; H 0.11; H 0.08; C -0.06; H 0.12; C -0.10; H 0.08; H 0.11; H 0.11; C -0.48; C -0.11; C -0.36; H 0.11; N -0.06; C -0.07; C -0.04; C -0.09; H 0.12; C -0.04; H 0.12; C -0.05; O -0.14; H 0.09; C -0.02; H 0.13; C -0.27; H 0.12; H 0.12; H 0.12; H 0.09; Cl 0.66; H 0.11; C -0.28; C -0.53; C -0.04; H 0.11; H 0.12; S 0.94; C -0.13; H 0.12; S 1.06; C -0.05; O -0.08; C -0.34; H 0.09; H 0.12; C -0.12; C -0.03; C -0.12; C -0.12; P 0.94; H 0.11; H 0.13; C -0.21; C -0.11; Cl 0.67; H 0.13; H 0.09; C -0.07; H 0.12; C -0.78; Ru 1.09; P 0.94; H 0.12; C -0.06; O -0.60; C -0.99; H 0.12; C -0.21; H 0.11; C -0.05; H 0.07; H 0.11; C -0.38

=====

Question: Among the records above, which one has the lowest calculated total energy?
Answer: C40H37MnN12O5Se

=====

Question: Look up the strongest force on any atom of the second one.
Answer: 0.609 eV/Å

=====

Question: Which value of expectation value of S² does entry 3 give?
Answer: 0.7628